one:
C3H4N2OS | ωB97M-V with the def2-TZVPD basis set

Computed properties:
HOMO level = -9.395 eV
SMILES string = [H]/N=C\N(C=O)C=S
LUMO = -0.027 hartree

Structure (XYZ):
```
11
C3H4N2OS | the Open Molecules 2025 dataset | ωB97M-V with the def2-TZVPD basis set
C -0.263 1.288 -0.066
C 1.055 -0.981 -0.062
C -1.343 -0.886 0.031
H 1.627 1.833 0.101
H -1.343 1.576 -0.066
H 0.771 -2.026 -0.139
H -1.204 -1.941 0.344
N 0.661 2.154 0.013
N -0.116 -0.186 -0.082
O -2.451 -0.390 -0.051
S 2.607 -0.443 -0.022
```

For reference, the natural (NBO) charges in units of e are: 0.26 -0.08 0.55 0.37 0.22 0.20 0.13 -0.60 -0.51 -0.53 -0.01

---

two:
C3H4N2OS | ωB97M-V with the def2-TZVPD basis set

Computed properties:
HOMO level = -8.004 eV
SMILES string = [H]/N=c1\occn1S
LUMO = 0.028 hartree

Structure (XYZ):
```
11
C3H4N2OS | the Open Molecules 2025 dataset | ωB97M-V with the def2-TZVPD basis set
C 0.192 0.593 -1.290
C 0.368 -0.679 -1.513
C -0.062 -0.526 0.624
H -0.492 1.466 2.061
H 0.184 1.366 -2.036
H 0.599 -1.287 -2.409
H -0.054 -1.724 2.058
N -0.040 0.785 0.070
N -0.185 -0.756 1.873
O 0.187 -1.374 -0.325
S -0.698 2.137 0.887
```

For reference, the natural (NBO) charges in units of e are: -0.08 0.02 0.67 0.18 0.23 0.23 0.36 -0.56 -0.80 -0.44 0.18

---

three:
C3H4N2OS | ωB97M-V with the def2-TZVPD basis set

Computed properties:
HOMO level = -8.914 eV
SMILES string = Cc1nc(=O)[nH]s1
LUMO = -0.027 hartree

Structure (XYZ):
```
11
C3H4N2OS | the Open Molecules 2025 dataset | ωB97M-V with the def2-TZVPD basis set
C 0.363 0.162 0.387
C -0.755 -0.656 -1.588
C 1.476 0.694 1.218
N 0.498 -0.404 -1.210
N -1.779 -0.365 -0.619
O -1.161 -1.174 -2.611
S -1.204 -0.045 0.850
H 1.991 -0.015 1.903
H 1.124 1.559 1.870
H 2.193 1.082 0.570
H -2.747 -0.836 -0.770
```

For reference, the natural (NBO) charges in units of e are: -0.01 0.67 -0.69 -0.47 -0.83 -0.65 0.77 0.26 0.24 0.26 0.45

---

Which of them is the least stable? Correct choice: three.